1.
The following is a quantum chemistry calculation of C61H53CdN7O3STe as an isolated structure, from the Open Molecules 2025 dataset.

Structure (ORCA input):
```
! wB97M-V def2-TZVPD RIJCOSX def2/J DEFGRID3
* xyz -1 2
Cd -0.128 -0.462 -0.124
O -0.448 -1.987 -2.752
C -0.181 -1.203 -3.698
C -1.030 -1.114 -4.866
C -0.762 -0.277 -5.917
C 0.385 0.547 -5.932
C 1.225 0.492 -4.844
C 0.968 -0.319 -3.723
C 1.928 -0.260 -2.644
N 1.743 -0.659 -1.447
C 2.833 -0.575 -0.481
C 2.574 -1.587 0.638
N 1.331 -1.330 1.367
C 1.475 -0.548 2.508
C -0.508 -1.833 3.609
C -0.475 -2.700 4.827
C -1.374 -2.580 5.802
C -2.467 -1.610 5.686
C -2.705 -0.960 4.544
C -1.870 -1.247 3.357
O -2.281 -1.042 2.234
H -1.909 -1.749 -4.866
H -1.442 -0.252 -6.764
H 0.599 1.192 -6.774
H 2.119 1.112 -4.826
H 2.903 0.176 -2.905
H 2.821 0.421 -0.034
H 3.812 -0.728 -0.948
H 3.447 -1.591 1.305
H 2.525 -2.578 0.174
H 2.498 -0.318 2.821
H 0.336 -3.416 4.917
H -1.310 -3.197 6.691
H -3.123 -1.456 6.536
H -3.561 -0.310 4.413
C -3.103 1.435 -3.118
C -1.976 1.144 -2.334
N -1.904 0.077 -1.576
C -2.928 -0.797 -1.558
C -4.108 -0.567 -2.265
C -4.174 0.590 -3.061
C -5.204 -1.493 -2.148
C -5.098 -2.599 -1.391
C -3.872 -2.898 -0.700
C -3.687 -4.075 0.042
C -2.473 -4.331 0.623
C -1.445 -3.391 0.470
N -1.610 -2.272 -0.193
C -2.793 -2.015 -0.783
H -3.111 2.324 -3.734
H -1.126 1.815 -2.291
H -5.076 0.794 -3.628
H -6.122 -1.275 -2.683
H -5.929 -3.289 -1.298
H -4.511 -4.773 0.144
H -2.297 -5.236 1.189
H -0.461 -3.543 0.902
C 8.342 4.939 -1.220
C 6.927 4.471 -0.991
C 5.875 4.943 -1.762
C 4.563 4.518 -1.562
C 3.506 5.105 -2.478
C 4.265 3.587 -0.546
Te 1.999 3.279 -0.261
N 0.116 1.956 -0.016
C -0.704 2.974 0.164
O -0.312 4.166 0.379
C -2.200 2.819 0.021
C -2.881 1.697 0.464
C -4.253 1.578 0.282
C -4.959 2.584 -0.364
C -4.285 3.721 -0.801
C -2.917 3.843 -0.596
C 2.199 3.593 1.820
C 2.152 2.379 2.718
C 2.587 2.606 4.198
C 2.861 4.019 4.591
C 2.726 5.020 3.729
C 2.408 4.824 2.294
C 2.413 6.061 1.434
C 5.334 3.073 0.201
C 5.167 2.019 1.265
C 6.634 3.528 -0.019
H 8.367 5.793 -1.898
H 8.955 4.148 -1.657
H 8.815 5.237 -0.282
H 6.078 5.670 -2.544
H 3.978 5.728 -3.239
H 2.786 5.718 -1.931
H 2.933 4.329 -2.988
H -2.340 0.918 0.978
H -4.763 0.690 0.641
H -6.028 2.488 -0.519
H -4.829 4.519 -1.294
H -2.381 4.729 -0.912
H 2.711 1.578 2.254
H 3.407 1.955 4.516
H 3.165 4.204 5.618
H 2.913 6.039 4.055
H 2.153 6.939 2.029
H 1.687 5.970 0.626
H 3.402 6.233 0.997
H 4.232 1.491 1.144
H 5.192 2.456 2.268
H 5.972 1.283 1.202
H 7.441 3.117 0.584
S 1.962 1.033 7.179
C 1.334 0.819 5.515
C 1.073 -0.405 5.072
C 0.547 -0.673 3.719
N 0.454 0.446 2.791
C 0.774 1.822 3.200
C 1.217 2.043 4.680
C 0.444 1.537 7.974
C -0.444 0.587 8.461
C -1.618 1.018 9.059
N -1.958 2.301 9.191
C -1.096 3.203 8.722
C 0.112 2.876 8.118
H 1.230 -1.245 5.738
H -0.185 -2.383 2.717
H -0.058 2.463 2.915
H 0.622 2.809 5.183
H -0.224 -0.468 8.362
H -2.326 0.295 9.452
H -1.387 4.243 8.829
H 0.783 3.649 7.766
*
```

Summary:
E = -3799.1818 Eh
<S²> = 0.76
molar mass = 1204.2 g/mol
HOMO-LUMO gap (spin up / spin down) = 6.0 / 6.0 eV



2.
The following is a quantum chemistry calculation of C34H27Cl5CoN2O5PS as an isolated structure at a distorted geometry, from the Open Molecules 2025 dataset.

Structure (ORCA input):
```
! wB97M-V def2-TZVPD RIJCOSX def2/J DEFGRID3
* xyz 2 5
Co 2.370 0.857 -0.994
Cl 4.890 -0.184 -1.191
C 5.467 0.206 0.415
C 6.758 0.654 0.552
C 7.196 0.963 1.860
C 6.344 0.835 2.937
C 5.030 0.420 2.724
C 4.558 0.122 1.471
P 2.875 -0.245 1.075
C 2.732 -2.055 0.762
C 1.612 -2.475 0.034
C 1.429 -3.826 -0.190
C 2.341 -4.747 0.288
C 3.474 -4.332 0.967
C 3.649 -2.978 1.232
C 1.919 0.142 2.519
C 1.493 1.461 2.623
C 0.632 1.867 3.630
C 0.193 0.884 4.531
C 0.617 -0.437 4.448
C 1.484 -0.799 3.437
H 7.410 0.760 -0.341
H 8.177 1.378 1.993
H 6.698 1.104 3.927
H 4.372 0.424 3.571
H 0.884 -1.722 -0.305
H 0.539 -4.205 -0.688
H 2.193 -5.809 0.134
H 4.157 -5.083 1.353
H 4.492 -2.628 1.808
H 1.827 2.178 1.885
H 0.327 2.893 3.752
H -0.501 1.122 5.308
H 0.294 -1.181 5.176
H 1.781 -1.829 3.372
Cl -5.840 -3.380 -3.623
C -5.239 -1.844 -3.168
C -3.993 -1.706 -2.570
C -3.548 -0.466 -2.151
C -4.308 0.684 -2.296
C -3.789 2.046 -1.861
C -2.565 2.528 -2.659
N -1.392 1.649 -2.641
C -0.989 0.692 -3.570
C 0.189 0.226 -3.105
N 0.551 0.891 -1.961
C -0.441 1.732 -1.709
O -3.680 2.160 -0.457
C -3.152 1.143 0.362
C -3.981 -0.113 0.614
C -5.380 -0.257 0.558
Cl -6.468 0.961 0.390
S -5.925 -1.857 0.918
C -4.290 -2.288 1.245
C -3.402 -1.272 1.072
C -5.568 0.529 -2.890
Cl -6.591 1.921 -3.143
C -6.039 -0.698 -3.310
H -3.312 -2.563 -2.447
H -2.547 -0.404 -1.732
H -4.528 2.810 -2.126
H -2.211 3.504 -2.292
H -2.894 2.608 -3.691
H -1.592 0.468 -4.432
H 0.884 -0.477 -3.536
H -0.468 2.444 -0.890
H -3.113 1.657 1.337
H -2.151 0.755 0.116
H -4.067 -3.273 1.566
H -2.357 -1.411 1.259
H -7.011 -0.780 -3.797
O 1.390 4.027 -2.488
Cl 2.297 3.595 -1.506
O 1.582 2.970 -0.385
O 3.138 4.604 -1.046
O 3.085 2.447 -2.028
*
```

Summary:
E = -6219.9900 Eh
<S²> = 6.02
molar mass = 842.8 g/mol
HOMO-LUMO gap (spin up / spin down) = 7.6 / 4.6 eV